18
Properties=species:S:1:pos:R:3:forces:R:3 method="wB97M-V/def2-TZVPD" spin_multiplicity=2 relative_energy_ev=1.098 s_squared=0.757 total_charge=+1
C 1.9604 2.0240 -0.5359 0.4 -0.1 -0.6
N 2.0195 0.8091 0.2719 -2.8 -1.3 -0.1
C 0.6666 0.4065 0.6599 -0.6 -0.6 0.3
C -0.0459 -0.7638 -0.2474 -1.2 1.0 -1.3
N -1.1442 -1.2908 0.4489 -0.2 -1.2 0.1
C -2.5593 -1.3818 0.0714 0.5 0.1 0.5
H 3.0156 2.2864 -0.6940 -0.6 0.3 -0.5
H 1.4399 2.8358 -0.0257 0.3 -0.2 0.3
H 1.3821 1.8460 -1.4652 0.6 0.2 0.1
H 2.2200 0.0051 -0.3219 1.4 0.5 0.0
H 0.6148 -0.1245 1.6136 0.3 0.8 0.3
H -0.0849 1.1947 0.5282 0.5 0.2 0.8
H -0.4736 -0.2969 -1.1588 0.7 -0.4 0.2
H 0.6609 -1.5604 -0.4621 0.4 -0.1 0.1
H -0.9369 -1.8455 1.2763 0.2 0.2 0.0
H -2.9608 -0.3856 0.1984 -0.4 0.4 -0.1
H -2.7327 -1.7125 -0.9579 0.4 0.0 0.1
H -3.0417 -2.0457 0.8002 0.1 0.2 -0.4

41
Properties=species:S:1:pos:R:3:forces:R:3 method="wB97M-V/def2-TZVPD" relative_energy_ev=0.900 total_charge=+1
Ba -0.1011 -0.6078 -0.5045 1.1 0.7 -0.4
C 0.6995 -1.1023 2.9663 0.0 0.7 -0.3
O 0.3827 -0.1071 1.9604 0.3 0.6 0.7
C 0.9313 1.2064 2.2068 -0.1 -0.5 0.0
C 0.3991 2.2261 1.2035 0.4 -0.2 -0.6
O 0.5847 1.8667 -0.1972 0.6 0.9 0.4
C 1.8164 2.2094 -0.8903 -0.4 -0.1 0.7
C 2.9817 1.2857 -0.5761 0.0 -0.3 0.1
O 2.5667 -0.0805 -0.6612 0.2 0.3 0.0
C 3.6216 -1.0301 -0.4143 -0.2 0.6 -0.1
H 0.2764 -0.7965 3.9223 0.0 0.0 0.1
H 0.2578 -2.0379 2.6370 0.0 0.0 -0.1
H 1.7819 -1.2059 3.0449 0.0 0.0 0.1
H 0.6284 1.5366 3.2046 0.0 0.1 0.0
H 2.0216 1.1497 2.1883 0.1 0.0 0.0
H -0.6738 2.3404 1.3468 -0.1 -0.1 -0.2
H 0.8577 3.1998 1.3855 0.1 0.0 0.1
H 1.5831 2.1586 -1.9521 -0.2 -0.1 0.0
H 2.0928 3.2409 -0.6658 0.1 0.0 0.0
H 3.7719 1.4834 -1.3066 0.1 0.0 0.0
H 3.3915 1.4847 0.4175 0.0 0.0 0.1
H 4.4337 -0.8565 -1.1193 0.1 -0.1 0.0
H 3.9879 -0.9162 0.6065 0.1 0.0 0.1
H 3.2120 -2.0264 -0.5560 0.0 0.0 0.0
C -4.6218 0.5714 -0.5877 -0.1 0.4 -0.2
C -3.2515 1.0973 -0.8444 0.5 -0.6 0.2
C -3.0817 2.4133 -1.5234 -0.4 0.1 0.0
O -2.2668 0.4353 -0.5132 -1.7 1.0 -0.1
H -5.2774 1.3817 -0.2616 0.0 -0.1 0.0
H -4.6092 -0.2449 0.1258 0.0 0.0 0.0
H -5.0165 0.2183 -1.5472 0.0 0.0 0.1
H -3.6993 2.4425 -2.4245 0.1 0.0 0.0
H -2.0428 2.6187 -1.7557 0.1 0.0 0.0
H -3.4766 3.1847 -0.8542 0.0 0.0 -0.1
Cl -0.2303 -5.3352 -2.7906 0.0 0.2 0.1
C -0.6402 -4.7133 -1.1819 -0.2 -0.4 0.0
C -0.5549 -3.2323 -0.9754 0.1 0.7 0.0
O -0.5421 -2.4173 -1.9610 -0.3 -2.1 0.4
O -0.5093 -2.8666 0.2618 -0.2 -1.2 -1.2
H -0.0087 -5.1956 -0.4440 0.0 -0.1 0.0
H -1.6765 -4.9794 -0.9699 0.0 -0.1 0.0

62
Properties=species:S:1:pos:R:3:forces:R:3 method="wB97M-V/def2-TZVPD" relative_energy_ev=1.526 total_charge=+2
Pt 0.1355 0.1604 0.9392 -2.6 0.8 1.6
Se -7.2216 1.4777 -0.7901 -0.1 0.0 0.0
N -5.9613 2.4613 -0.0403 0.1 0.2 0.2
C -4.8615 1.7543 -0.0359 -0.1 -0.3 -0.1
C -3.5894 2.2326 0.4858 -0.1 0.2 0.0
C -3.4184 3.4725 1.1034 0.1 -0.1 0.0
C -2.1581 3.8363 1.5415 -0.1 -0.1 -0.1
C -1.0980 2.9624 1.3405 0.1 0.2 0.0
N -1.2716 1.7715 0.7735 1.0 -0.8 0.0
C -2.4882 1.3938 0.3626 -0.2 0.4 0.1
C -2.6005 0.0770 -0.1722 -0.2 -0.2 -0.3
N -1.4858 -0.6642 -0.1682 1.8 -0.6 0.3
C -1.4948 -1.9231 -0.5871 -0.1 -0.1 -0.2
C -2.6604 -2.5037 -1.0752 -0.1 0.1 0.1
C -3.8207 -1.7579 -1.1044 0.0 0.0 0.0
C -3.7969 -0.4360 -0.6495 -0.1 -0.1 -0.1
C -4.9612 0.4379 -0.6130 0.0 0.3 0.1
N -6.1396 0.1122 -1.0747 0.1 -0.3 0.0
H -4.2792 4.1184 1.2191 0.0 0.0 0.0
H -1.9859 4.7834 2.0317 0.1 0.0 -0.1
H -0.0901 3.2347 1.6191 0.0 0.0 0.0
H -0.5686 -2.4727 -0.5199 0.0 0.0 -0.1
H -2.6469 -3.5333 -1.4015 0.0 0.0 0.0
H -4.7567 -2.1741 -1.4538 0.0 0.0 0.0
N 1.7855 -1.2734 1.4836 -1.4 0.3 -0.7
C 3.2275 -1.0042 1.2377 0.4 0.3 -0.1
C 3.7804 0.1844 2.0110 -0.4 -0.1 -0.1
C 3.0763 1.4967 1.6503 0.2 0.1 0.2
C 2.1042 1.9748 2.7036 0.3 0.2 -0.2
N 0.8922 1.1149 2.7450 0.7 -0.3 -1.0
H 1.5894 -1.5431 2.4460 0.0 -0.2 -0.1
H 1.4675 -2.0452 0.9024 0.3 -0.3 0.2
H 3.3466 -0.8287 0.1703 -0.1 -0.1 0.0
H 3.7966 -1.8972 1.5045 -0.2 -0.1 0.0
H 4.8391 0.2595 1.7686 0.0 -0.1 0.0
H 3.7213 -0.0102 3.0878 0.1 0.0 0.0
H 2.5377 1.3788 0.7046 0.1 0.2 -0.1
H 3.8108 2.2884 1.5055 0.0 0.0 0.0
H 1.8131 3.0009 2.4832 -0.2 0.0 0.1
H 2.5791 1.9708 3.6868 -0.1 0.0 0.1
H 0.0863 1.5961 3.1399 0.0 -0.1 0.1
H 1.0491 0.2976 3.3300 -0.1 0.2 0.2
C 3.7687 -2.1370 -2.8574 -0.2 0.4 0.2
Si 2.3235 -1.0520 -3.3619 0.4 -0.8 -0.6
C 2.8721 0.2678 -4.5501 -0.2 0.1 0.3
C 1.0399 -2.2198 -4.0700 -0.1 0.4 0.2
C 1.5788 -0.3394 -1.7994 0.0 0.1 0.0
C 1.0650 0.0402 -0.7712 0.0 0.5 0.4
H 4.1327 -2.6651 -3.7396 0.0 0.0 0.0
H 3.4566 -2.8783 -2.1190 0.1 -0.1 0.0
H 4.5915 -1.5501 -2.4449 0.1 -0.1 0.0
H 3.3468 -0.2043 -5.4113 0.0 0.0 0.0
H 3.5953 0.9360 -4.0804 0.0 0.0 -0.1
H 2.0342 0.8685 -4.9058 0.0 0.0 0.0
H 1.4177 -2.6570 -4.9950 0.0 0.0 0.0
H 0.1018 -1.7060 -4.2875 0.0 -0.1 -0.1
H 0.8429 -3.0278 -3.3627 0.0 0.0 0.0
O -2.9490 -1.8891 2.3061 0.0 0.2 0.0
Cl -1.7192 -1.5363 2.9193 0.1 -0.9 0.2
O -1.4842 -0.0600 2.6539 1.0 0.1 -0.5
O -1.6862 -1.7425 4.3137 -0.1 0.2 -0.1
O -0.6116 -2.2301 2.2721 -0.2 0.2 0.1

14
Properties=species:S:1:pos:R:3:forces:R:3 method="wB97M-V/def2-TZVPD" relative_energy_ev=4.374
C -2.0483 0.5853 -0.0463 -0.2 0.2 -0.1
O -1.1134 -0.1063 0.7520 0.1 0.0 0.1
C -0.2429 -0.8958 -0.0081 0.0 -0.2 -0.1
C 0.7617 0.2004 -1.7652 0.1 -0.2 0.7
C 0.9716 -0.0899 -0.5156 0.0 0.2 -0.5
C 2.0894 0.2142 0.4388 0.1 0.1 0.1
H -2.7106 -0.1181 -0.5735 0.1 0.1 0.1
H -2.6475 1.2071 0.6214 0.1 -0.1 -0.1
H -1.5478 1.2183 -0.7932 -0.1 -0.1 0.1
H 0.1488 -1.6767 0.6522 0.0 0.1 -0.1
H -0.7749 -1.3867 -0.8346 0.1 0.1 0.1
H 2.6044 -0.7132 0.7162 -0.1 0.1 0.0
H 2.8237 0.8967 0.0047 -0.1 -0.1 0.0
H 1.6858 0.6647 1.3511 0.0 0.0 -0.1